DFT (ωB97M-V with the def2-TZVPD basis set) results for a single C4H6O2 molecule in a non-equilibrium geometry.

Computed properties:
E_LUMO in Ha: 0.00376
HOMO-LUMO gap in eV: 8.5
ΔE to the lowest compared entry with this formula, charge and spin in kcal/mol: 169.2

CARTESIAN COORDINATES (ANGSTROEM)
O (-2.40261, 0.87673, -0.69254)
O (2.73682, 0.12111, -0.43622)
C (-1.96876, 0.35573, 0.35099)
C (-0.72667, -0.47218, 0.25664)
C (0.52948, 0.36755, 0.04446)
C (1.78947, -0.39487, 0.29200)
H (0.52661, 0.88042, -0.93241)
H (3.58932, -0.27596, -0.21363)
H (-0.66019, -0.97573, 1.23970)
H (0.57201, 1.16155, 0.81830)
H (-3.15902, -0.05990, -0.05075)
H (-0.82179, -1.26449, -0.50040)

=====

DFT (ωB97M-V with the def2-TZVPD basis set) results for a single C4H3FO molecule in a non-equilibrium geometry.

Computed properties:
E_LUMO in Ha: 0.03204
HOMO-LUMO gap in eV: 10.7
ΔE to the lowest compared entry with this formula, charge and spin in kcal/mol: 38.3

CARTESIAN COORDINATES (ANGSTROEM)
F (3.15951, 1.07655, 0.08740)
O (2.02365, -2.24732, -0.01968)
C (1.58524, -1.16961, -0.04132)
C (0.75357, 0.89289, -0.09629)
C (1.99008, 0.50686, -0.05846)
C (0.09630, -0.61986, 0.07378)
H (-0.63595, -1.11134, -0.56456)
H (0.26966, 1.84914, -0.07282)
H (-0.29557, -0.62147, 1.01428)

=====

DFT (ωB97M-V with the def2-TZVPD basis set) results for a molecular structure, CH5NOP2 in a non-equilibrium geometry.

Computed properties:
E_LUMO in Ha: -0.04618
HOMO-LUMO gap in eV: 7.3
ΔE to the lowest compared entry with this formula, charge and spin in kcal/mol: 72.8

CARTESIAN COORDINATES (ANGSTROEM)
P (1.13902, 1.52434, -0.30077)
P (-1.70285, 0.22572, 0.53744)
O (1.81845, -0.91107, 0.80859)
N (-0.48644, -0.10003, -0.60673)
C (1.60852, -0.30100, -0.18284)
H (1.67439, -0.75111, -1.34091)
H (-0.81720, 0.14764, -1.49882)
H (0.97456, 1.56815, 1.06529)
H (-1.33635, -0.79420, 1.43319)
H (-2.87209, -0.60843, 0.08556)

=====

DFT (ωB97M-V with the def2-TZVPD basis set) results for 2 unconnected molecules or ions with the total composition O2S3 in a non-equilibrium geometry.

Computed properties:
Net charge: -2
E_LUMO (spin up / spin down) in Ha: 0.22324 / 0.22329
HOMO-LUMO gap (spin up / spin down) in eV: 6.0 / 6.0
ΔE to the lowest compared entry with this formula, charge and spin in kcal/mol: 93.7

CARTESIAN COORDINATES (ANGSTROEM)
S (-0.81847, -0.58046, 1.94841)
S (1.54528, 1.27465, 0.12996)
S (-0.09613, 0.08456, 0.06716)
O (0.57972, -1.59591, -1.57104)
O (-1.21039, 0.81717, -0.57450)

=====

DFT (ωB97M-V with the def2-TZVPD basis set) results for 10 unconnected molecules or ions with the total composition H20O10 in a non-equilibrium geometry.

Computed properties:
E_LUMO in Ha: -0.01360
HOMO-LUMO gap in eV: 10.0
ΔE to the lowest compared entry with this formula, charge and spin in kcal/mol: 113.7

CARTESIAN COORDINATES (ANGSTROEM)
O (-0.70997, -2.10277, -1.69819)
O (0.89728, -0.52348, -2.42048)
O (1.00240, -0.02078, 3.21414)
O (-5.71092, -0.17598, -0.41433)
O (-0.24512, -0.57070, 0.53464)
O (3.40246, -3.07901, 0.30480)
O (3.46982, 1.19342, -0.44307)
O (-1.66486, -2.15933, 1.69350)
O (-0.96656, 1.64403, 0.76220)
O (0.52471, 4.55988, -0.36543)
H (-0.41609, 4.76028, -0.42642)
H (-1.22595, 2.57226, 0.77196)
H (0.65707, 4.33578, 0.56261)
H (0.43865, 0.09222, 0.38633)
H (-5.62539, 0.24800, -1.27567)
H (2.67086, 0.76186, -0.76621)
H (-1.30905, -3.00245, 1.39096)
H (-0.88313, -1.61834, 1.85234)
H (1.02133, -0.43496, -3.37219)
H (-0.99337, -0.25616, 0.01485)
H (3.26438, -2.22140, -0.11286)
H (1.62144, -0.01293, -2.04111)
H (3.78418, 1.70150, -1.19940)
H (-1.11441, -1.73374, -2.49143)
H (-0.77650, 1.44392, 1.68569)
H (3.30806, -3.70972, -0.41789)
H (0.56478, 0.81671, 3.40410)
H (-1.16539, -1.65831, -0.97428)
H (1.25807, 0.05303, 2.28777)
H (-5.07878, -0.90284, -0.44692)

=====

DFT (ωB97M-V with the def2-TZVPD basis set) results for 12 unconnected molecules or ions with the total composition C5H34NO11.

Computed properties:
Net charge: +1
E_LUMO in Ha: -0.09216
HOMO-LUMO gap in eV: 10.0
ΔE to the lowest compared entry with this formula, charge and spin in kcal/mol: 0.0

CARTESIAN COORDINATES (ANGSTROEM)
O (-2.22961, 2.26317, -1.31982)
O (1.01468, 1.96980, 2.48396)
O (-0.01447, 3.53151, -1.83441)
O (-2.29376, -0.11190, -2.61368)
O (-2.42169, -2.04946, 0.18831)
O (1.63124, -2.46132, 2.55379)
O (0.53989, 2.38435, -4.18710)
O (2.53833, -0.01073, 3.29486)
O (-2.89719, 0.39839, 0.66863)
O (-1.05532, -2.57133, 2.40870)
O (-1.21877, 0.52555, 2.73935)
N (-0.60858, -2.17083, -1.92267)
C (1.04893, -1.39205, -0.22483)
C (0.83647, -2.23629, -1.46995)
C (1.17140, 0.09994, -0.51547)
C (2.55495, 0.41606, -1.02327)
C (3.47576, 1.02126, -0.29064)
H (3.29583, 1.37211, 0.71505)
H (0.65061, -2.54997, 2.50085)
H (1.05660, 2.62806, 3.18845)
H (0.42382, 0.44510, -1.24251)
H (0.23706, -1.56155, 0.48474)
H (-0.84855, -0.38073, 2.84012)
H (-1.57659, -2.35537, 1.59207)
H (-0.24523, 1.89995, -4.43210)
H (1.04198, -3.28572, -1.25767)
H (-1.68025, -2.64514, 3.14391)
H (3.48509, -0.02715, 3.11310)
H (-2.65688, 1.12921, 0.03977)
H (-2.91395, 2.95060, -1.36417)
H (4.46931, 1.25666, -0.64955)
H (1.89223, -3.14282, 3.18104)
H (0.37536, 3.12469, -2.64416)
H (2.18558, -0.88195, 2.98299)
H (2.75604, 0.09778, -2.04242)
H (1.98145, -1.70812, 0.24278)
H (1.51945, -1.91554, -2.25783)
H (-2.61997, -1.05037, 0.36862)
H (-3.27666, -2.48681, 0.23375)
H (-3.03907, -0.44236, -2.09448)
H (1.65114, 1.25416, 2.75454)
H (0.70892, 3.44259, -1.19660)
H (-1.24450, -2.37323, -1.11754)
H (0.92649, 0.64680, 0.39768)
H (-0.76966, -2.87364, -2.64056)
H (0.69618, 3.05477, -4.87372)
H (-2.25542, 0.83456, -2.30739)
H (-0.92648, -1.20963, -2.23834)
H (-2.35428, 0.55636, 1.49007)
H (-0.46538, 1.15648, 2.66173)
H (-1.39656, 2.79656, -1.49997)

=====

DFT (ωB97M-V with the def2-TZVPD basis set) results for 3 unconnected molecules or ions with the total composition C3H14N2O2 in a non-equilibrium geometry.

Computed properties:
E_LUMO in Ha: 0.02500
HOMO-LUMO gap in eV: 10.2
ΔE to the lowest compared entry with this formula, charge and spin in kcal/mol: 34.0

CARTESIAN COORDINATES (ANGSTROEM)
O (-0.49350, -2.89684, -2.92646)
O (-2.13952, 1.85347, 1.22890)
N (-1.52192, -1.02698, 0.65771)
N (0.30081, 0.68938, 0.60695)
C (-0.17309, -0.69417, 0.15239)
C (2.77008, 1.10925, 0.66818)
C (1.46563, 1.12383, -0.13737)
H (3.08562, 0.04678, 0.87614)
H (0.15103, -2.25381, -2.65184)
H (3.52439, 1.57130, -0.00903)
H (-2.18061, 2.40383, 0.45887)
H (-1.89929, -0.25530, 1.24497)
H (0.44330, 0.65467, 1.61860)
H (-1.20073, 1.49500, 1.19802)
H (1.56564, 0.35444, -0.94562)
H (-1.29118, -2.39077, -2.71158)
H (0.55824, -1.56302, 0.30361)
H (-0.26156, -0.54798, -0.97885)
H (2.83089, 1.66354, 1.64430)
H (-1.37606, -1.78134, 1.28790)
H (1.28658, 2.07937, -0.70684)

=====

DFT (ωB97M-V with the def2-TZVPD basis set) results for a molecular structure, C3H7CsNO3 in a non-equilibrium geometry.

Computed properties:
Net charge: +1
E_LUMO in Ha: -0.13260
HOMO-LUMO gap in eV: 10.8

CARTESIAN COORDINATES (ANGSTROEM)
Cs (-1.60210, 1.31774, 2.57502)
O (-1.32117, 0.53483, 0.67168)
O (-2.15891, -0.51692, -1.11992)
O (-1.62287, -1.72251, 0.69822)
N (0.09542, 0.51383, 0.92071)
C (0.90081, 0.56934, -0.31074)
C (1.71610, -0.70923, -0.53667)
C (-1.69729, -0.71443, 0.09087)
H (1.55545, 1.44432, -0.24057)
H (1.42812, -1.47226, 0.19367)
H (2.78601, -0.52105, -0.42828)
H (-2.21266, 0.41099, -1.37817)
H (1.55315, -1.13031, -1.53023)
H (0.24303, 0.75267, -1.16154)
H (0.33691, 1.24298, 1.55596)

=====

DFT (ωB97M-V with the def2-TZVPD basis set) results for a single C3H6N2O molecule.

Computed properties:
E_LUMO in Ha: 0.02894
HOMO-LUMO gap in eV: 9.5
ΔE to the lowest compared entry with this formula, charge and spin in kcal/mol: 54.8

CARTESIAN COORDINATES (ANGSTROEM)
O (-2.50837, 1.84808, -0.62578)
N (-0.32354, 1.41671, -0.14991)
N (0.82433, -0.44598, 0.43790)
C (-1.39521, 1.55945, -1.00256)
C (0.85430, -1.74238, 0.97500)
C (0.65997, 0.41187, -0.42690)
H (1.16847, 0.53864, -1.40099)
H (1.58724, -1.81137, 1.78273)
H (-0.62537, 1.30490, 0.81697)
H (1.04453, -2.53351, 0.23784)
H (-0.13468, -1.91777, 1.42116)
H (-1.15167, 1.37135, -2.06546)

=====

| no. | DFT total energy (a.u.) |
| --- | --- |
| 1 | -306.23661 |
| 2 | -329.22498 |
| 3 | -853.66099 |
| 4 | -1344.87048 |
| 5 | -764.30067 |
| 6 | -1093.14478 |
| 7 | -382.64559 |
| 8 | -418.74469 |
| 9 | -302.60572 |